ORCA calculation (wB97M-V/def2-TZVPD) on C18H54INO16Pd as an isolated structure in a non-equilibrium geometry.

The calculation puts the energy at -65367.874 eV. The spin multiplicity is 3.

Element x y z (Å)
Pd (-0.99878, -0.88936, -0.61359)
I (-0.41262, -3.67944, -1.28574)
O (0.80072, -0.48587, 0.45880)
H (1.36303, -1.27768, 0.35223)
C (-2.96902, 3.14087, -0.36864)
C (-2.81235, 1.59384, -0.29039)
C (-3.63623, 0.79254, -1.38809)
O (-2.98066, -0.48255, -1.66846)
C (-3.64343, -1.21002, -2.68602)
N (-1.35898, 1.35035, -0.40755)
H (-3.67487, 3.34547, -1.17363)
H (-2.01728, 3.60593, -0.62558)
H (-3.41621, 3.56075, 0.53237)
H (-3.13465, 1.35793, 0.72380)
H (-3.80119, 1.44868, -2.24269)
H (-4.68027, 0.62529, -1.12333)
H (-3.75576, -0.73201, -3.65915)
H (-4.61131, -1.54710, -2.31495)
H (-3.07674, -2.13810, -2.76099)
H (-0.83496, 1.85014, 0.29653)
H (-1.11829, 1.90049, -1.21965)
C (3.69372, 0.26764, -3.70620)
C (4.42948, 1.49605, -3.12056)
O (3.49437, 2.37327, -2.53209)
O (2.96693, -0.41118, -2.71843)
H (4.37809, -0.47613, -4.11432)
H (2.98933, 0.60931, -4.46461)
H (4.94435, 2.05060, -3.90509)
H (5.22969, 1.22108, -2.43342)
H (3.16956, 2.05302, -1.68738)
H (3.59577, -0.58526, -2.01426)
C (1.90677, 2.64560, 2.09069)
C (1.72525, 2.72070, 0.57100)
O (2.23417, 1.57591, -0.15089)
O (1.22727, 3.73619, 2.54084)
H (2.91717, 2.61655, 2.49856)
H (1.40740, 1.74220, 2.44084)
H (2.23332, 3.61147, 0.20152)
H (0.63848, 2.71360, 0.48750)
H (1.62761, 0.84466, -0.01319)
H (0.63987, 3.42942, 3.23544)
C (5.78417, -0.17285, 0.15583)
C (6.23426, -0.34586, 1.62152)
O (5.42493, 0.44600, 2.42654)
O (4.47442, -0.53805, -0.15078)
H (6.45717, -0.80446, -0.42403)
H (6.00743, 0.87355, -0.05228)
H (7.29711, -0.10753, 1.66184)
H (6.05039, -1.40960, 1.77237)
H (4.58787, -0.00050, 2.57348)
H (3.82924, -0.01016, 0.32534)
C (-5.66689, -1.83007, 0.40501)
C (-6.41075, -2.46572, 1.57012)
O (-7.07222, -3.68480, 1.17700)
O (-4.63237, -2.73357, 0.13950)
H (-5.34203, -0.79207, 0.47669)
H (-6.33643, -1.74607, -0.45101)
H (-7.15730, -1.82120, 2.03417)
H (-5.75791, -2.57673, 2.43590)
H (-7.60702, -3.36704, 0.44581)
H (-5.08121, -3.54709, -0.10197)
C (-0.00610, 1.88591, -3.65710)
C (-0.38853, 0.42461, -3.54385)
O (0.17989, -0.37743, -2.49509)
O (-0.48113, 2.69038, -2.59817)
H (-0.48991, 2.46249, -4.44551)
H (1.07196, 1.97875, -3.78858)
H (0.04898, -0.09788, -4.39455)
H (-1.46118, 0.29154, -3.68462)
H (1.12039, -0.37186, -2.68750)
H (-0.09625, 3.56154, -2.71877)
C (-2.63933, -1.31371, 2.24778)
C (-1.39214, -0.80365, 2.97410)
O (-0.95472, 0.50479, 2.60223)
O (-2.43747, -1.53482, 0.85771)
H (-3.37343, -0.51906, 2.38100)
H (-2.91149, -2.21933, 2.78988)
H (-0.52027, -1.45626, 3.01922)
H (-1.65878, -0.70739, 4.02660)
H (-0.33759, 0.42537, 1.87118)
H (-3.20457, -2.00615, 0.52455)
C (1.94175, -2.84328, 2.87475)
C (2.21065, -1.49676, 3.59129)
O (2.69932, -0.50571, 2.75490)
O (1.45148, -3.90307, 3.64510)
H (2.89713, -3.09623, 2.41497)
H (1.20069, -2.69722, 2.08889)
H (2.95100, -1.66207, 4.37402)
H (1.29641, -1.25139, 4.13172)
H (2.09767, -0.43610, 2.01007)
H (1.42395, -4.65706, 3.05150)

***

ORCA calculation (wB97M-V/def2-TZVPD) on C18H54N10O6P3Ti as an isolated structure in a non-equilibrium geometry.

The spin multiplicity is 4. Its energy above the lowest of the compared OMol25 structures with the same formula, charge and spin is 219.0 kJ/mol.

Element x y z (Å)
Ti (0.28143, -1.78416, 2.90412)
N (0.37885, -0.56808, 0.35750)
O (1.20502, -0.28480, 1.27853)
O (0.31918, -0.01258, -0.72439)
O (-0.50659, -1.36587, 0.76160)
O (-5.54571, 3.76088, 0.19922)
P (-4.73837, 2.64646, -0.33582)
N (-5.56765, 1.50827, -1.28759)
C (-5.30045, 1.44511, -2.72036)
C (-6.72750, 0.78170, -0.79728)
N (-4.00579, 1.70734, 0.82972)
C (-3.97596, 0.23576, 0.77718)
C (-3.28576, 2.35296, 1.90814)
N (-3.45639, 3.18836, -1.30514)
C (-2.25523, 2.35319, -1.44731)
C (-3.45724, 4.47857, -1.96174)
H (-5.73204, 2.29007, -3.25702)
H (-5.63069, 0.49491, -3.14896)
H (-4.22760, 1.34552, -2.89919)
H (-6.76449, -0.16664, -1.33535)
H (-7.62815, 1.37628, -0.97577)
H (-6.63246, 0.56751, 0.26605)
H (-4.07582, -0.12017, -0.24538)
H (-3.00174, -0.05706, 1.16282)
H (-4.82775, -0.15920, 1.33518)
H (-2.62222, 3.10711, 1.47487)
H (-3.98467, 2.67322, 2.68161)
H (-2.56478, 1.67920, 2.38052)
H (-2.07371, 2.17815, -2.51502)
H (-1.33186, 2.75578, -1.03257)
H (-2.52861, 1.36530, -1.08625)
H (-4.25906, 4.60761, -2.69282)
H (-2.49154, 4.86445, -2.27949)
H (-3.73628, 5.21624, -1.19419)
O (1.75301, -4.49028, -4.32645)
P (1.18820, -3.10832, -4.46495)
N (-0.41194, -2.95212, -3.92723)
C (-0.50206, -3.04290, -2.47120)
C (-1.43456, -3.83440, -4.53049)
N (1.12158, -2.72007, -6.09867)
C (2.19858, -3.16572, -6.99589)
C (0.30903, -1.63897, -6.65177)
N (2.18183, -2.00564, -3.68294)
C (3.61774, -2.02575, -3.92186)
C (1.69011, -0.63013, -3.39396)
H (-1.54477, -3.15222, -2.14905)
H (-0.39181, -2.05282, -2.00907)
H (0.09635, -3.81779, -1.99230)
H (-1.62314, -4.77450, -4.01023)
H (-1.20583, -3.95379, -5.58734)
H (-2.36829, -3.28156, -4.39093)
H (2.69821, -4.04027, -6.57910)
H (1.76507, -3.41322, -7.96089)
H (3.00372, -2.42713, -6.98909)
H (-0.47804, -1.31614, -5.97358)
H (0.91536, -0.77388, -6.93565)
H (-0.16022, -2.08266, -7.53502)
H (3.84829, -1.64660, -4.92319)
H (4.11416, -1.38817, -3.19051)
H (3.97283, -3.04404, -3.76789)
H (0.65603, -0.70023, -3.06720)
H (1.86990, -0.05398, -4.30398)
H (2.22346, -0.26450, -2.51917)
O (1.34193, -0.78169, 4.66015)
P (2.49728, 0.08395, 4.98307)
N (2.27140, 1.23780, 6.20794)
C (3.01027, 2.46773, 6.27896)
C (0.97788, 1.24533, 6.87514)
N (3.14878, 0.91532, 3.65081)
C (2.58112, 2.14690, 3.07570)
C (4.21882, 0.30171, 2.84504)
N (3.81893, -0.81756, 5.51851)
C (3.70808, -2.23242, 5.78894)
C (4.96681, -0.15991, 6.14400)
H (3.64399, 2.67632, 5.41199)
H (3.69103, 2.45392, 7.13152)
H (2.38873, 3.36805, 6.19974)
H (0.44546, 2.09820, 6.43163)
H (1.07219, 1.46374, 7.94258)
H (0.37907, 0.34508, 6.77604)
H (2.41683, 2.79902, 3.93697)
H (3.28938, 2.79813, 2.55539)
H (1.74251, 1.90308, 2.42959)
H (3.92509, 0.39443, 1.79624)
H (5.10584, 0.95069, 2.81593)
H (4.50097, -0.66841, 3.23457)
H (3.15817, -2.51272, 6.70372)
H (3.11428, -2.75879, 5.03824)
H (4.68755, -2.68357, 5.94143)
H (4.60547, 0.18552, 7.12284)
H (5.02976, 0.80450, 5.62704)
H (5.91121, -0.68797, 6.15042)